No. 1
105
Properties=species:S:1:pos:R:3:forces:R:3:lowdin_charge:R:1 method="wB97M-V/def2-TZVPD" charge=+3 fmax_ev_per_a=2.3 e_tot_ha=-5215.24151
H 1.818116 -2.798272 -1.197888 0.23 0.00 -0.18 0.08
H 5.935516 -0.203872 -6.423988 0.06 0.06 -0.08 0.12
C -2.171584 0.005528 4.243412 -0.34 0.02 0.66 -0.13
H -5.233884 -1.576372 9.396412 0.00 -0.14 0.03 0.14
H -0.048984 -6.332472 -3.984488 -0.05 -0.08 -0.04 0.08
C -4.338184 1.859028 7.889412 -0.20 0.06 0.32 0.02
H 4.004316 2.510828 1.802012 -0.01 -0.08 0.14 0.11
N -0.451784 -0.769572 1.080812 0.23 0.56 -0.97 0.06
C 5.258516 -0.617472 -5.694188 -0.20 0.08 -0.06 -0.03
H 4.469916 -0.850472 0.079712 0.00 -0.14 -0.05 0.09
C 5.726016 -1.611072 -4.824588 -0.06 -0.10 0.14 -0.04
Se -0.155884 -1.340272 -2.441488 0.03 1.01 0.98 0.91
C -0.134284 4.148028 -3.508288 0.04 -0.12 0.19 -0.02
H 5.003216 0.085528 1.473112 -0.09 0.02 0.17 0.11
O -6.059984 0.344528 10.731612 0.53 -0.60 -0.85 0.01
C 3.956416 -0.164472 -5.649588 0.07 0.03 0.00 0.02
C 1.086816 -4.711772 -3.118988 0.06 -0.16 0.16 -0.28
C 2.605116 -3.038872 -1.922488 0.05 -0.68 0.49 -0.15
H -7.315584 1.982528 11.005812 0.09 -0.17 -0.03 0.11
H -0.968484 -3.913872 2.105412 -0.01 -0.11 -0.01 0.13
H 3.607016 0.598328 -6.326888 -0.03 0.07 -0.07 0.12
C -2.204984 2.969228 -3.561988 -0.36 -0.11 -0.05 -0.68
H -7.097184 0.843028 12.362912 0.09 0.15 -0.16 0.11
H 0.277216 -4.417372 -2.440888 0.03 0.05 -0.05 0.09
C -1.422584 4.032428 -4.001688 -0.18 -0.24 0.06 -0.09
H 0.955816 -6.814472 -2.618688 0.00 -0.07 0.07 0.08
C 0.950916 0.452828 -5.016388 -0.57 0.55 -0.54 -0.14
C 3.569616 1.092028 0.257812 -0.10 -0.07 1.12 -0.45
C 0.910616 -6.176772 -3.498688 -0.02 0.16 -0.07 -0.09
C -5.385684 0.546928 9.627512 0.02 -0.24 -0.06 -0.22
H -0.786284 5.165528 1.847412 0.01 0.14 -0.01 0.13
O 4.423616 1.629528 -1.980988 0.91 0.39 0.03 0.18
N -2.801684 -0.400372 5.356012 0.42 -0.68 -0.72 0.22
C -1.499084 3.522528 3.024012 0.21 0.03 -0.35 0.05
H 6.747816 -1.942972 -4.912988 0.12 -0.02 0.01 0.12
H -2.239584 -0.014372 -6.280988 -0.10 0.09 -0.04 0.07
C -1.571284 -2.178972 3.214712 0.08 0.14 -0.17 0.06
C -3.918684 0.687028 7.225912 0.40 0.07 -0.69 -0.11
H -1.948284 4.133528 3.790712 -0.03 0.16 0.06 0.13
H -2.995484 2.780228 5.567312 -0.01 -0.05 0.03 0.17
C -3.190284 0.696428 5.991712 -0.66 0.28 1.06 -0.21
H 0.504216 4.955328 -3.826788 0.11 0.09 -0.02 0.12
H -2.021084 -2.695972 4.049012 0.00 -0.13 0.03 0.14
H 5.594116 0.504328 -0.144688 0.00 0.02 -0.02 0.11
C -2.165084 1.414628 4.180412 0.09 0.21 -0.08 -0.08
H 1.510216 1.389828 -5.100888 -0.03 -0.09 0.15 0.14
C -0.282484 3.267228 0.987612 0.04 0.27 -0.02 -0.09
H 0.078316 0.622028 -4.378688 0.22 0.00 -0.03 0.07
C -1.578484 -0.778172 3.208312 0.34 0.02 -0.56 -0.06
C 4.737716 0.146628 0.418212 -0.06 -0.06 -0.26 0.03
C -0.957584 1.353428 2.082012 -0.03 0.42 0.13 -0.12
N 1.806616 -0.508572 -4.361988 0.12 -0.53 0.56 0.00
H -3.934184 -1.457072 7.285912 0.00 -0.14 0.00 0.12
C 4.913216 -2.181272 -3.867988 0.03 -0.02 -0.01 0.02
C 0.329116 3.211028 -2.596788 0.19 0.26 -0.18 -0.14
C -6.592784 1.366028 11.549612 -0.38 0.89 0.59 -0.01
H -1.766284 -0.735672 -4.731088 -0.09 0.07 -0.10 0.01
H 1.006316 -4.093372 -4.018288 -0.04 0.06 0.01 0.10
N 2.550916 -2.054272 -2.978788 -0.33 0.62 -0.29 0.00
C -0.998584 -2.837872 2.150012 -0.09 0.16 0.14 0.01
C -5.053784 1.800228 9.058012 0.01 0.40 -0.03 0.05
O 2.305216 0.897028 -1.839988 -0.29 0.03 -0.15 -0.01
C 3.601016 -1.725172 -3.808388 0.01 0.50 -0.63 -0.13
N -2.813084 1.826228 5.298512 0.18 0.29 -0.36 0.22
H 4.640016 2.953428 0.217312 0.00 0.00 -0.02 0.11
C 0.500616 -0.004372 -6.408388 0.03 -0.27 0.22 -0.16
H 0.245816 3.696428 0.143612 -0.07 -0.04 0.01 0.11
H 1.940916 1.179628 1.295312 0.00 -0.10 -0.19 0.09
C 3.125816 -0.733972 -4.690688 0.52 -0.57 0.35 -0.13
H 1.378416 -0.240572 -7.008888 0.08 0.07 -0.07 0.11
H -0.003484 0.837828 -6.883188 0.03 0.09 -0.03 0.13
H -1.808384 4.748228 -4.712888 -0.03 0.02 -0.04 0.12
H 0.018416 -2.034972 -5.844288 0.05 -0.11 -0.07 0.10
O 2.392616 0.530028 0.733512 0.82 0.33 0.49 -0.01
C 1.491916 -1.297872 -3.320988 0.14 -0.07 -0.10 -0.58
H -0.030884 -2.593972 0.243612 -0.01 0.08 0.02 0.08
C -0.988884 -0.094872 2.117612 -0.17 -0.56 0.26 -0.13
H 1.693616 -6.493272 -4.184788 0.04 -0.06 -0.06 0.08
C -1.667084 2.076028 -2.639188 -0.60 0.06 -0.29 -0.23
C -1.556084 2.123528 3.115612 0.09 -0.07 -0.08 -0.05
H -5.363384 2.716628 9.536412 -0.03 0.04 0.07 0.13
H 5.282416 -2.948372 -3.205488 0.03 -0.08 0.05 0.12
H 2.909416 3.123628 0.556012 -0.09 0.11 -0.05 0.09
C -0.440584 -1.208072 -6.394088 -0.04 0.22 -0.04 -0.24
N -0.334484 1.947628 1.047612 0.34 -0.65 -0.50 0.06
C -1.813784 -0.898772 -5.811588 0.15 -0.07 0.13 -0.11
Pd 0.270616 0.485328 -0.766188 -2.20 -0.24 0.75 0.70
C -0.856984 4.096228 1.951312 -0.18 -0.04 0.26 0.01
C -4.962484 -0.631572 8.954812 0.08 -0.09 -0.13 0.06
C 3.420316 1.237928 -1.476788 -0.38 -0.12 -0.91 -0.56
H 3.238016 -4.708872 -3.132988 0.09 -0.05 0.01 0.12
C -4.250784 -0.562172 7.794412 -0.24 -0.24 0.40 0.02
H -2.485584 -1.733772 -5.988788 -0.14 -0.04 0.03 0.08
H 1.341416 3.265528 -2.212888 -0.03 -0.07 -0.02 0.11
I -4.170984 2.666528 -4.256988 0.55 0.10 0.17 0.94
N -0.429584 2.203128 -2.171788 0.51 -0.98 0.36 -0.03
C 3.792916 2.508028 0.731612 0.02 -0.09 -0.19 0.02
C 2.431516 -4.470972 -2.437488 -0.22 0.28 -0.10 -0.17
H 2.530916 -5.141172 -1.581788 0.07 -0.02 0.02 0.13
C -0.459884 -2.090072 1.101612 0.03 -0.43 0.06 -0.10
H -4.102584 2.829428 7.481012 -0.01 0.16 0.02 0.12
H -0.569784 -1.538172 -7.425688 0.09 -0.11 0.04 0.12
H -5.807484 2.008328 11.961212 0.00 -0.18 -0.10 0.11
H 3.574916 -2.943672 -1.428088 -0.07 0.13 0.00 0.13
H -2.257884 1.238128 -2.279588 0.12 0.11 -0.05 0.09

***

No. 2
55
Properties=species:S:1:pos:R:3:forces:R:3:lowdin_charge:R:1 method="wB97M-V/def2-TZVPD" charge=+1 multiplicity=5 fmax_ev_per_a=4.0 e_tot_ha=-1096.48742
H 2.431917 -0.405461 0.058559 -0.07 -0.28 0.01 0.10
H -3.872124 2.655448 4.522514 1.48 0.10 0.30 0.10
C -2.808603 2.712044 4.892173 1.49 -0.20 -1.66 0.03
C -0.162741 0.476634 -1.106215 0.08 0.02 1.17 -0.08
H 1.485000 -2.286809 -4.770905 0.20 0.21 0.09 0.11
O 2.369307 -0.408310 -4.522981 0.45 -0.54 -1.37 -0.17
H -3.525124 2.889434 2.478632 -0.53 -1.15 -0.30 0.13
H -3.153189 2.176882 -0.025825 0.23 -0.96 1.07 0.14
H 1.739871 -1.011449 -7.278669 0.37 0.11 -0.05 0.11
H -2.820661 -0.563576 -0.053266 0.47 0.71 0.87 0.13
C 2.710696 0.238012 -5.785181 0.37 0.10 -0.31 -0.19
C 0.215101 -0.931097 -1.551317 -0.10 0.07 0.39 -0.05
Os -1.166846 0.883656 2.132347 1.33 1.25 -0.34 1.55
H 0.086547 -3.348074 0.257140 -0.16 0.25 0.05 0.11
C -2.897637 -0.385048 2.197511 -1.86 -3.54 -0.55 -0.28
C 3.195237 -2.084682 -6.094359 0.34 0.87 0.55 -0.16
H -2.811579 -1.460995 2.560139 -0.12 1.64 -0.76 0.15
C -0.477986 1.831065 4.405411 -1.65 0.56 0.29 -0.31
H 0.805570 -1.142577 3.134333 -0.47 1.44 0.11 0.12
H 0.597927 1.241795 -1.272324 -0.31 0.01 -0.27 0.13
C 2.493128 -1.835475 -4.738087 -0.29 -0.37 -0.09 -0.22
C 0.451180 -1.257926 -0.055473 0.30 -0.03 -0.05 -0.52
H -3.428626 0.570717 4.081451 -0.30 0.24 -1.52 0.12
H 1.978242 1.025413 -5.999113 0.09 -0.21 0.16 0.11
H 3.029973 -2.278509 -3.888875 -0.04 0.16 -0.18 0.11
C -3.377710 0.658897 2.963486 -0.69 0.16 2.48 -0.20
H 3.427861 -0.595156 -7.724809 -0.12 0.06 0.18 0.11
C 1.921180 -1.344456 0.310791 0.03 -0.13 0.09 -0.01
C -0.373708 -2.387776 0.532803 0.08 0.07 -0.05 -0.01
C 2.760281 -0.842026 -6.896435 -0.75 -0.23 0.83 -0.16
H -0.392767 -2.322584 1.630334 -0.03 -0.05 -0.31 0.07
H -1.182398 0.808911 -1.330754 0.35 0.08 0.01 0.11
H 2.391027 -2.166314 -0.246633 -0.08 0.20 0.15 0.10
H 4.286824 -2.044165 -5.943355 -0.33 -0.18 -0.11 0.12
C -3.491854 1.829148 2.150016 0.20 1.08 0.48 -0.14
H -0.623458 2.381356 5.354114 1.50 -0.81 0.09 0.15
H 2.919926 -3.034977 -6.556373 0.03 0.14 0.13 0.11
H -2.612688 2.030455 5.747236 -0.25 0.55 -0.60 0.10
C 0.450729 -0.088087 3.297721 0.00 -1.78 0.55 -0.23
H 1.105946 -0.981158 -2.187147 -0.35 -0.09 0.07 0.11
H -1.187800 -0.365017 4.818150 1.00 0.62 -0.40 0.13
H 1.997426 1.132834 2.119371 -1.38 -0.08 0.42 0.14
H -0.636853 -1.480362 -1.969284 0.37 0.07 -0.05 0.13
C -2.821474 0.085492 0.850335 -0.85 -1.04 -1.79 -0.23
O -1.733938 2.402156 3.756370 -0.50 0.33 2.55 -0.39
C 1.088135 1.109619 2.773943 1.58 1.59 0.58 -0.15
C -0.479333 0.301237 4.272190 -0.95 0.26 0.71 -0.12
H -2.407098 3.714876 4.997093 -0.93 0.24 1.02 0.10
C 0.564309 2.222909 3.427444 1.16 0.17 -0.50 -0.06
H 3.707601 0.710905 -5.716456 -0.35 -0.14 0.26 0.12
H 0.761193 3.295226 3.246344 0.14 -0.92 -0.02 0.14
H 2.042933 -1.548008 1.383221 0.08 0.07 -0.26 0.08
O -0.058159 0.093700 0.356852 0.54 -0.62 -2.38 -0.31
C -3.111610 1.485079 0.859617 -0.97 -0.01 -1.89 -0.17
H -1.399099 -2.363826 0.146194 0.20 -0.07 0.16 0.08

***

No. 3
15
Properties=species:S:1:pos:R:3:forces:R:3:lowdin_charge:R:1 method="wB97M-V/def2-TZVPD" smiles="CC(C=O)C=O.O" fmax_ev_per_a=0.8 e_tot_ha=-382.89487
O 0.555420 -1.811873 1.787146 0.08 -0.12 0.10 -0.04
C 1.163212 0.796826 0.329673 -0.01 -0.15 0.24 -0.22
C -0.899079 1.220485 -1.100935 -0.11 0.10 -0.32 -0.05
O 0.191489 -1.554671 -1.030006 -0.25 0.04 0.43 0.05
C -0.317228 0.506732 0.123757 0.17 -0.30 0.30 -0.29
H 1.774870 0.750284 -0.603702 -0.09 0.11 0.32 0.14
H -0.084257 1.326152 -1.826782 -0.24 0.32 0.02 0.09
C -0.569634 -0.916707 -0.338284 0.10 0.16 -0.64 -0.29
H 0.683522 -2.240196 0.931008 0.28 -0.10 0.31 0.03
H -0.849135 0.683433 1.062337 0.00 0.05 -0.20 0.15
H 1.347325 -1.275704 1.934906 -0.19 -0.13 0.01 0.04
H -1.620223 0.549997 -1.589889 -0.09 0.39 0.05 0.08
H -1.404096 2.164718 -0.880998 0.32 -0.09 -0.06 0.09
H -1.635128 -1.214046 -0.208404 0.31 -0.22 0.22 0.15
O 1.662944 1.014570 1.410178 -0.29 -0.07 -0.78 0.06